{"formula": "C28H25ClNNdP", "method": "the ωB97M-V functional and the def2-TZVPD basis", "multiplicity": 4, "charge": -1, "energy_ha": -2499.6973, "gap_ha": [0.2244, 0.2260], "homo_energy_ha": [-0.1262, -0.1279], "symbols": ["C", "C", "C", "H", "C", "C", "H", "H", "H", "H", "Nd", "Cl", "C", "C", "C", "H", "C", "C", "H", "H", "H", "H", "N", "P", "C", "C", "C", "C", "C", "C", "C", "C", "C", "C", "C", "C", "C", "C", "C", "C", "C", "C", "H", "H", "H", "H", "H", "H", "H", "H", "H", "H", "H", "H", "H", "H", "H"], "xyz": [[1.6413, 1.4248, -1.1258], [0.3849, 2.0678, -1.1261], [-0.4901, 1.2866, -1.9154], [0.1357, 2.9698, -0.5929], [0.2139, 0.1469, -2.3631], [1.5377, 0.2507, -1.8791], [2.2969, -0.5036, -1.9723], [2.4944, 1.7213, -0.5439], [-1.5217, 1.5106, -2.1229], [-0.1876, -0.6725, -2.9353], [0.0000, 0.0000, 0.0000], [1.4982, 0.6744, 1.8715], [-1.3610, -0.9092, 1.7101], [-1.8575, -1.4523, 0.5050], [-2.3924, -0.4022, -0.2532], [-1.7432, -2.4721, 0.1857], [-2.2466, 0.7950, 0.4905], [-1.6197, 0.4803, 1.7042], [-1.2962, 1.1803, 2.4530], [-0.7926, -1.4398, 2.4521], [-2.7946, -0.4858, -1.2495], [-2.5202, 1.7841, 0.1620], [1.1082, -2.0702, 0.7458], [2.6442, -2.5634, 1.0260], [3.1625, -3.5128, -0.4638], [4.4230, -4.1260, -0.4848], [4.8353, -4.8454, -1.6094], [3.9914, -4.9545, -2.7181], [2.7349, -4.3420, -2.7039], [2.3199, -3.6211, -1.5805], [3.8482, -1.1971, 1.4098], [4.4167, -1.0907, 2.6932], [5.3369, -0.0784, 2.9835], [5.7102, 0.8324, 1.9944], [5.1706, 0.7229, 0.7119], [4.2506, -0.2899, 0.4222], [2.4222, -3.6635, 2.4972], [1.9123, -3.1302, 3.6919], [1.7512, -3.9440, 4.8172], [2.0926, -5.2974, 4.7557], [2.5919, -5.8377, 3.5677], [2.7552, -5.0255, 2.4407], [5.0833, -4.0435, 0.3697], [5.8087, -5.3179, -1.6214], [4.3114, -5.5122, -3.5887], [2.0825, -4.4252, -3.5632], [1.3448, -3.1524, -1.5873], [4.1588, -1.7831, 3.4785], [5.7637, -0.0032, 3.9754], [6.4245, 1.6142, 2.2182], [5.4696, 1.4189, -0.0611], [3.8704, -0.3702, -0.5731], [1.6467, -2.0822, 3.7523], [1.3639, -3.5254, 5.7372], [1.9697, -5.9269, 5.6277], [2.8545, -6.8868, 3.5207], [3.1441, -5.4643, 1.5336]], "atomic_forces_ev_per_a": [[0.69, 0.99, -1.09], [0.43, 1.13, -1.77], [0.14, 1.36, -2.19], [-0.04, 0.06, 0.07], [0.43, 1.09, -1.82], [0.58, 0.53, -1.42], [0.08, -0.16, -0.08], [0.06, 0.06, 0.06], [-0.08, 0.00, 0.00], [-0.10, -0.10, -0.05], [4.42, -4.77, 3.47], [1.15, 1.75, 2.10], [-1.96, -0.50, 1.30], [-1.44, -0.51, 0.97], [-1.45, -0.08, 0.19], [0.09, -0.15, 0.00], [-1.43, 0.09, 0.30], [-1.61, -0.45, 1.08], [0.04, 0.05, 0.07], [0.05, -0.05, -0.03], [-0.08, 0.02, -0.08], [-0.04, 0.08, -0.05], [3.28, -0.87, -0.29], [-6.64, 2.18, -1.02], [1.24, -0.30, 0.41], [-0.34, -0.14, -0.77], [-0.34, 0.11, -0.06], [-0.07, 0.21, 0.38], [0.45, 0.05, 0.55], [0.37, -0.23, -0.08], [1.13, -1.07, 0.41], [0.24, 0.47, -0.53], [-0.28, 0.03, -0.52], [-0.27, -0.33, -0.02], [-0.30, -0.48, 0.33], [0.54, 0.04, 0.71], [1.47, -0.36, -0.14], [0.08, -0.37, 0.12], [0.16, -0.15, -0.64], [0.10, 0.11, -0.38], [-0.29, 0.46, 0.09], [-0.19, 0.19, 0.72], [0.02, 0.05, 0.05], [0.04, -0.03, -0.02], [0.03, -0.02, -0.02], [-0.02, 0.02, -0.01], [0.02, 0.13, 0.41], [-0.11, -0.16, 0.00], [-0.02, -0.01, 0.03], [0.01, 0.03, 0.00], [-0.03, 0.01, -0.04], [-0.26, -0.09, -0.41], [-0.01, 0.07, -0.19], [-0.01, 0.04, -0.01], [0.01, -0.02, 0.02], [-0.01, -0.04, -0.01], [0.06, 0.05, -0.12]]}

{"formula": "C28H25CoFIN5O7", "method": "the ωB97M-V functional and the def2-TZVPD basis", "multiplicity": 2, "charge": -2, "energy_ha": -3662.9434, "gap_ha": [0.1897, 0.1834], "homo_energy_ha": [-0.0612, -0.0549], "symbols": ["Co", "C", "O", "C", "C", "C", "C", "C", "C", "O", "C", "O", "C", "H", "H", "H", "H", "H", "H", "H", "H", "H", "C", "C", "N", "C", "C", "N", "C", "O", "O", "C", "O", "O", "H", "H", "H", "H", "H", "N", "C", "C", "C", "C", "C", "C", "N", "C", "C", "C", "C", "N", "C", "C", "H", "H", "H", "H", "H", "H", "H", "H", "H", "I", "C", "H", "H", "F"], "xyz": [[-1.0492, -0.9226, 2.5430], [-1.7209, -4.9170, -3.0674], [-2.9834, -4.2962, -2.9917], [-3.1757, -3.4337, -1.9461], [-4.4063, -2.7486, -1.9553], [-4.6875, -1.8722, -0.9395], [-3.7915, -1.6070, 0.1136], [-4.0747, -0.6773, 1.1859], [-5.3241, 0.1968, 1.1583], [-3.3333, -0.5081, 2.1429], [-2.5188, -2.2901, 0.1144], [-1.6079, -2.1119, 0.9694], [-2.2698, -3.2296, -0.9423], [-1.7359, -5.5135, -3.9786], [-1.5402, -5.5692, -2.2079], [-0.9161, -4.1777, -3.1249], [-5.1048, -2.9350, -2.7614], [-5.6476, -1.3736, -0.9567], [-6.0662, -0.0942, 0.4190], [-5.0049, 1.2213, 0.9563], [-5.7734, 0.1805, 2.1501], [-1.3345, -3.7725, -0.8856], [-0.5368, 2.0417, -0.1418], [-0.9454, 2.2942, 1.2673], [-1.2784, 1.4100, 2.1765], [-1.6667, 2.1481, 3.2993], [-1.4924, 3.4923, 3.0339], [-1.0473, 3.5530, 1.7508], [-1.7019, 4.8033, 3.7624], [-2.1223, 4.7363, 4.9515], [-1.4228, 5.8209, 3.1075], [-2.2265, 1.5733, 4.5599], [-2.5032, 2.4561, 5.5031], [-2.4841, 0.4056, 4.7039], [-0.6852, 0.9959, -0.3885], [0.5186, 2.2801, -0.2968], [-1.1292, 2.6541, -0.8250], [-0.8385, 4.4301, 1.3045], [-2.2722, 3.4305, 5.2317], [4.9272, 1.3310, -1.4963], [5.7427, 1.4032, -2.5944], [6.9373, 2.0578, -2.8445], [7.5024, 1.8803, -4.1005], [6.8839, 1.0815, -5.0644], [5.6846, 0.4349, -4.8148], [5.1014, 0.5949, -3.5588], [3.9525, 0.0610, -3.0444], [3.8666, 0.5021, -1.8071], [2.8336, 0.1548, -0.8637], [1.7839, -0.6928, -1.2434], [0.8246, -1.0509, -0.3194], [0.8098, -0.6190, 0.9449], [1.8064, 0.1778, 1.3120], [2.8194, 0.5869, 0.4669], [5.0805, 1.7690, -0.6061], [7.4150, 2.6771, -2.0952], [8.4399, 2.3688, -4.3340], [7.3544, 0.9618, -6.0328], [5.2064, -0.1855, -5.5611], [1.7510, -1.0568, -2.2610], [0.0207, -1.7220, -0.5904], [1.7846, 0.4921, 2.3515], [3.5940, 1.2398, 0.8555], [-0.0783, -4.2353, 2.8977], [-1.2381, -2.5518, 3.5915], [-0.9323, -2.4287, 4.6276], [-2.2773, -2.8883, 3.5428], [0.3041, -0.4181, 3.6463]], "atomic_forces_ev_per_a": [[-0.49, -0.57, -0.29], [-0.03, -0.07, -0.04], [0.03, -0.03, -0.08], [-0.06, 0.15, 0.23], [-0.19, -0.07, -0.23], [0.14, 0.05, 0.18], [0.16, -0.27, -0.34], [-0.09, 0.29, 0.31], [-0.06, -0.10, -0.10], [-0.32, 0.00, 0.07], [0.09, 0.18, 0.34], [-0.21, 0.16, -0.66], [0.06, -0.17, -0.24], [0.04, -0.01, 0.01], [0.01, 0.02, -0.01], [-0.01, -0.02, 0.01], [0.00, 0.00, 0.03], [0.01, 0.02, -0.02], [-0.04, 0.06, 0.02], [0.00, 0.00, 0.00], [0.05, 0.01, 0.02], [-0.03, 0.07, 0.05], [0.05, -0.06, -0.01], [0.07, -0.08, -0.01], [-0.40, 0.10, 0.39], [0.48, 0.31, -0.39], [-0.28, -0.16, 0.31], [0.09, -0.03, -0.15], [0.17, 0.06, -0.16], [0.24, 0.85, -0.39], [-0.03, 0.00, 0.00], [-0.37, -0.20, 0.27], [0.12, -0.75, 0.02], [0.19, -0.35, -0.20], [-0.11, 0.01, 0.01], [0.01, -0.01, -0.03], [0.00, -0.01, 0.00], [-0.05, 0.08, 0.01], [-0.24, 0.14, 0.37], [-0.30, -0.10, 0.32], [-0.18, -0.21, -0.29], [0.21, 0.08, -0.11], [-0.03, 0.11, 0.29], [-0.14, -0.16, -0.21], [0.03, 0.05, 0.06], [0.48, 0.29, 0.00], [-0.48, -0.14, 0.45], [0.93, 0.25, -0.99], [-1.16, -0.46, 0.97], [0.63, 0.30, -0.32], [-0.15, -0.12, 0.26], [0.48, -0.13, -0.60], [-0.12, 0.08, 0.60], [0.46, 0.10, -0.67], [-0.02, 0.00, 0.01], [0.01, -0.01, -0.01], [0.00, 0.00, 0.00], [0.01, 0.02, 0.01], [0.00, 0.00, -0.01], [-0.06, -0.07, 0.02], [-0.10, 0.00, 0.05], [-0.19, -0.08, 0.04], [-0.04, -0.02, 0.06], [0.21, -0.36, -0.04], [-0.40, 0.46, 0.01], [0.08, -0.03, 0.00], [0.09, -0.23, 0.04], [0.78, 0.76, 0.79]]}

{"formula": "C28H25IrNO7P", "method": "the ωB97M-V functional and the def2-TZVPD basis", "multiplicity": 2, "charge": -1, "energy_ha": -2109.1286, "gap_ha": [0.2733, 0.2577], "homo_energy_ha": [-0.1807, -0.1742], "symbols": ["Ir", "O", "C", "O", "C", "C", "C", "C", "C", "N", "C", "O", "O", "H", "H", "H", "O", "C", "C", "C", "O", "H", "H", "H", "H", "H", "H", "H", "O", "P", "C", "C", "C", "C", "C", "C", "C", "C", "C", "C", "C", "C", "C", "C", "C", "C", "C", "C", "H", "H", "H", "H", "H", "H", "H", "H", "H", "H", "H", "H", "H", "H", "H"], "xyz": [[0.5693, 0.1797, 0.3154], [2.3802, 3.4279, 1.9540], [2.0209, 2.3945, 1.4093], [0.8212, 1.9388, 1.3484], [3.0725, 1.5318, 0.7431], [4.4237, 1.8155, 0.7108], [5.2732, 0.9129, 0.0834], [4.7605, -0.2464, -0.4796], [3.3955, -0.4683, -0.4083], [2.6014, 0.4194, 0.1782], [2.6818, -1.6990, -0.9308], [3.3697, -2.5452, -1.5045], [1.4359, -1.7193, -0.7038], [4.7782, 2.7233, 1.1775], [6.3375, 1.1101, 0.0431], [5.3834, -0.9844, -0.9636], [-1.2115, 0.1623, 0.5412], [-2.8755, 3.4078, -0.1821], [-2.8413, 1.9296, 0.2050], [-4.1664, 1.4922, 0.8343], [-1.7698, 1.7205, 1.0658], [-3.6747, 3.5898, -0.9058], [-1.9245, 3.7008, -0.6274], [-3.0521, 4.0300, 0.6982], [-2.6991, 1.3558, -0.7224], [-4.3648, 2.0914, 1.7263], [-4.1058, 0.4447, 1.1347], [-5.0043, 1.6142, 0.1401], [-1.1434, -1.8207, -1.1748], [-1.9027, -1.5859, -2.4224], [-1.1642, -2.4755, -3.8175], [-0.0766, -3.2878, -3.5106], [0.5659, -3.9878, -4.5248], [0.1201, -3.8829, -5.8333], [-0.9630, -3.0658, -6.1419], [-1.5991, -2.3563, -5.1363], [-1.9717, 0.1320, -2.9939], [-3.1200, 0.6222, -3.6168], [-3.1736, 1.9267, -4.0898], [-2.0676, 2.7535, -3.9445], [-0.9211, 2.2628, -3.3346], [-0.8688, 0.9588, -2.8626], [-3.6245, -2.1310, -2.2741], [-4.1763, -3.1711, -3.0117], [-5.4915, -3.5610, -2.7864], [-6.2557, -2.9114, -1.8295], [-5.7039, -1.8775, -1.0812], [-4.3925, -1.4920, -1.2996], [0.2761, -3.3259, -2.4851], [1.4254, -4.6007, -4.2860], [0.6254, -4.4266, -6.6224], [-1.3011, -2.9748, -7.1667], [-2.4321, -1.7049, -5.3781], [-3.9900, -0.0145, -3.7197], [-4.0783, 2.2938, -4.5578], [-2.0980, 3.7768, -4.2974], [-0.0570, 2.9031, -3.2097], [0.0399, 0.6368, -2.3800], [-3.5796, -3.6860, -3.7541], [-5.9165, -4.3756, -3.3596], [-7.2807, -3.2163, -1.6577], [-6.2912, -1.3773, -0.3214], [-3.9416, -0.7104, -0.6989]], "atomic_forces_ev_per_a": [[1.69, 0.65, 0.59], [-0.05, 0.01, 0.01], [0.13, 0.21, 0.11], [0.00, -0.17, -0.26], [0.14, 0.02, -0.07], [-0.01, 0.04, 0.03], [0.00, -0.01, 0.01], [-0.02, 0.00, -0.01], [0.30, 0.06, 0.00], [-0.09, -0.23, 0.05], [0.10, -0.21, -0.16], [-0.09, 0.00, 0.02], [-0.48, 0.32, 0.08], [-0.04, 0.01, 0.01], [0.00, 0.00, 0.00], [-0.04, -0.03, -0.01], [-1.50, 0.98, 0.40], [0.04, -0.01, 0.06], [-0.42, 0.08, -0.24], [0.06, 0.00, 0.04], [0.43, -1.51, -0.59], [-0.01, 0.01, 0.02], [0.00, -0.02, 0.02], [0.01, 0.01, 0.01], [0.11, 0.03, 0.12], [-0.01, -0.02, 0.01], [0.01, 0.02, 0.05], [0.02, 0.00, -0.02], [-0.45, -0.05, -0.36], [0.47, -0.25, 0.29], [-0.06, -0.05, 0.03], [0.04, 0.05, 0.01], [0.01, 0.00, 0.01], [-0.01, 0.01, -0.01], [0.01, 0.00, 0.00], [-0.02, -0.02, 0.01], [-0.54, -0.21, -0.16], [-0.04, 0.07, -0.02], [0.09, -0.03, 0.05], [-0.01, -0.09, 0.03], [-0.02, 0.07, -0.02], [0.22, 0.41, -0.14], [-0.05, 0.12, -0.15], [-0.02, 0.01, 0.02], [0.00, -0.01, -0.02], [-0.01, 0.00, 0.00], [0.02, 0.01, 0.01], [0.06, -0.05, 0.03], [0.01, 0.02, 0.00], [0.00, 0.00, 0.00], [0.00, 0.00, 0.00], [0.00, 0.00, 0.00], [0.01, 0.01, 0.00], [-0.02, 0.00, 0.01], [0.00, 0.01, -0.01], [-0.01, 0.00, 0.00], [-0.01, 0.01, 0.01], [0.04, -0.32, 0.16], [0.00, 0.01, -0.01], [0.00, 0.00, 0.00], [0.00, 0.00, 0.00], [0.00, 0.00, 0.00], [-0.02, 0.01, -0.03]]}